{"formula": "C3H10N", "method": "ωB97M-V/def2-TZVPD", "homo_ev": -14.4, "lumo_ev": -5.586, "total_charge": 1, "de_lowest_ev": 1.7925, "symbols": ["C", "H", "H", "H", "H", "C", "C", "N", "H", "H", "H", "H", "H", "H"], "coordinates": [[3.5883, 0.5030, 5.3648], [3.2146, -0.2365, 6.0664], [4.0263, 1.3027, 5.9452], [2.7401, 1.0371, 4.9489], [4.2416, 0.0329, 4.6530], [-1.2457, -0.9641, -3.4733], [-3.0631, 0.2557, -2.5126], [-1.8196, 0.1148, -2.5811], [-1.0642, -0.4679, -4.4222], [-2.0249, -1.7013, -3.5829], [-0.2813, -1.3111, -3.1213], [-3.7649, -0.2589, -3.1619], [-3.4977, 0.9876, -1.8396], [-1.0494, 0.7058, -2.2831]]}

{"formula": "C24H68AsF6O10", "method": "ωB97M-V/def2-TZVPD", "homo_ev": -7.5, "lumo_ev": 2.527, "total_charge": -1, "de_lowest_ev": 2.2953, "symbols": ["As", "F", "F", "F", "F", "F", "F", "C", "C", "O", "H", "H", "H", "H", "H", "H", "C", "C", "O", "H", "H", "H", "H", "H", "H", "C", "C", "O", "H", "H", "H", "H", "H", "H", "C", "C", "O", "H", "H", "H", "H", "H", "H", "C", "C", "O", "H", "H", "H", "H", "H", "H", "C", "C", "O", "H", "H", "H", "H", "H", "H", "C", "C", "C", "O", "H", "H", "H", "H", "H", "H", "H", "H", "C", "C", "C", "O", "H", "H", "H", "H", "H", "H", "H", "H", "C", "C", "C", "O", "H", "H", "H", "H", "H", "H", "H", "H", "C", "C", "C", "O", "H", "H", "H", "H", "H", "H", "H", "H"], "coordinates": [[1.4615, 5.5237, 8.4618], [0.3406, 6.8865, 8.3651], [2.3775, 6.3150, 9.7077], [2.5301, 4.1503, 8.4417], [0.5569, 4.8406, 7.1485], [2.5038, 6.3195, 7.2826], [0.4340, 4.8133, 9.6853], [-1.5327, 2.6289, 6.4136], [-2.9548, 2.1119, 6.3854], [-3.3128, 1.5920, 5.1019], [-0.8286, 1.8393, 6.1390], [-1.3063, 3.1477, 7.3444], [-1.3239, 3.3886, 5.6540], [-3.6328, 2.9500, 6.5476], [-3.1717, 1.3548, 7.1408], [-2.8462, 0.7727, 4.9206], [3.3271, 4.1021, 4.4388], [2.5483, 2.9536, 5.0757], [3.1413, 2.5130, 6.2915], [2.7284, 4.5800, 3.6602], [4.2332, 3.6974, 3.9933], [3.4663, 4.8366, 5.2322], [2.5017, 2.0848, 4.4149], [1.5191, 3.2443, 5.3146], [2.9315, 3.1623, 6.9799], [-1.7552, 11.1394, 7.6118], [-0.9846, 10.0160, 8.2717], [-0.6008, 9.1408, 7.1918], [-2.1979, 11.7830, 8.3779], [-2.5608, 10.7329, 7.0035], [-1.1244, 11.7449, 6.9633], [-1.5635, 9.4358, 8.9991], [-0.0755, 10.2986, 8.8151], [-0.1301, 8.3861, 7.5900], [3.3146, 8.8061, 12.1265], [4.6107, 8.2736, 11.5425], [4.4965, 6.8712, 11.3212], [3.3301, 9.8878, 12.2981], [3.1215, 8.3886, 13.1206], [2.4079, 8.5504, 11.5734], [5.3772, 8.3490, 12.3163], [4.8988, 8.8000, 10.6279], [3.7002, 6.6998, 10.7874], [5.7151, 3.6926, 9.4794], [6.1091, 3.9813, 8.0352], [6.8558, 2.8905, 7.5050], [5.1580, 2.7535, 9.5501], [4.9780, 4.3368, 9.9690], [6.5878, 3.6219, 10.1304], [6.7418, 4.8799, 7.9833], [5.2854, 4.1670, 7.3469], [7.7242, 2.8947, 7.9158], [0.2428, 0.1291, 10.6877], [-0.0719, 1.3500, 9.8520], [-0.2696, 2.4683, 10.6885], [-0.4788, -0.1033, 11.4766], [1.1932, 0.2430, 11.2115], [0.3275, -0.7998, 10.1185], [-0.9562, 1.2207, 9.2133], [0.7509, 1.4582, 9.1323], [-0.2628, 3.2761, 10.1452], [2.8500, 2.6450, 12.1738], [4.2609, 2.6581, 12.7506], [4.3208, 2.4208, 14.2643], [4.9953, 1.5946, 12.1447], [2.8702, 2.7969, 11.0968], [2.2270, 3.4026, 12.6481], [2.3989, 1.6836, 12.4221], [4.7296, 3.6392, 12.5938], [5.3170, 2.6351, 14.6564], [4.0475, 1.3844, 14.4764], [3.6050, 3.0300, 14.8245], [5.8626, 1.5703, 12.5610], [0.4620, 5.8376, 13.0307], [-0.1942, 7.1817, 13.2842], [-0.8149, 7.8046, 12.0341], [-1.2145, 7.0857, 14.2979], [1.0899, 5.5483, 13.8729], [1.0450, 5.9023, 12.1130], [-0.3178, 5.0796, 12.9117], [0.5647, 7.8717, 13.6657], [-1.6377, 7.1794, 11.6730], [-0.0853, 7.8989, 11.2275], [-1.2070, 8.7871, 12.2935], [-1.8988, 6.5576, 13.8641], [-3.0989, 5.5159, 8.6407], [-3.1207, 7.0368, 8.4668], [-3.4949, 7.4678, 7.0617], [-3.9923, 7.6382, 9.4171], [-4.1268, 5.1614, 8.7878], [-2.6340, 5.2775, 9.6039], [-2.5625, 4.9452, 7.8878], [-2.1308, 7.3995, 8.7447], [-2.7519, 7.1908, 6.3159], [-3.5843, 8.5542, 7.0677], [-4.4691, 7.0383, 6.8083], [-4.8276, 7.1589, 9.4452], [4.3429, 9.1778, 7.1977], [5.2564, 7.9553, 7.0842], [5.3720, 7.4977, 5.6594], [6.5967, 8.3418, 7.5243], [3.3191, 8.7955, 7.2404], [4.4747, 9.9180, 6.4135], [4.5031, 9.6449, 8.1719], [4.9231, 7.1615, 7.7539], [6.1930, 6.8155, 5.4188], [5.5790, 8.2953, 4.9377], [4.4459, 7.0062, 5.3449], [6.8158, 7.7458, 8.2452]]}

{"formula": "C70H91As2F12N11O3", "method": "ωB97M-V/def2-TZVPD", "homo_ev": [-24.5, -24.5], "lumo_ev": [-17.393, -21.784], "spin_multiplicity": 2, "total_charge": 9, "symbols": ["C", "N", "C", "C", "C", "C", "C", "C", "C", "C", "N", "C", "C", "C", "H", "H", "H", "H", "H", "H", "H", "H", "H", "H", "H", "H", "H", "H", "C", "N", "C", "C", "C", "C", "C", "C", "C", "C", "N", "C", "C", "C", "H", "H", "H", "H", "H", "H", "H", "H", "H", "H", "H", "H", "H", "H", "C", "N", "C", "C", "C", "C", "C", "C", "C", "C", "N", "C", "C", "C", "H", "H", "H", "H", "H", "H", "H", "H", "H", "H", "H", "H", "H", "H", "C", "N", "C", "C", "C", "C", "C", "C", "C", "C", "N", "C", "C", "C", "H", "H", "H", "H", "H", "H", "H", "H", "H", "H", "H", "H", "H", "H", "C", "N", "C", "C", "C", "C", "C", "C", "C", "C", "N", "C", "C", "C", "H", "H", "H", "H", "H", "H", "H", "H", "H", "H", "H", "H", "H", "H", "C", "C", "C", "C", "N", "C", "C", "C", "C", "C", "H", "H", "H", "H", "H", "H", "H", "H", "H", "H", "H", "H", "H", "H", "H", "H", "H", "H", "H", "H", "As", "F", "F", "F", "F", "F", "F", "As", "F", "F", "F", "F", "F", "F", "O", "C", "O", "O", "H"], "coordinates": [[3.3315, 1.9229, 0.2218], [4.6807, 1.8897, 0.9540], [5.6434, 1.1632, 0.4014], [6.8858, 1.0939, 1.0208], [7.1473, 1.7304, 2.2618], [6.0434, 2.3331, 2.8946], [4.7869, 2.4369, 2.2162], [8.4267, 1.7693, 2.9773], [9.0452, 0.5977, 3.4608], [10.3196, 0.7177, 4.1200], [10.8719, 1.9149, 4.2738], [10.2814, 3.0487, 3.7340], [9.1170, 2.9734, 3.0433], [12.1185, 2.1472, 4.9937], [2.8763, 0.9915, -0.1147], [3.4411, 2.6154, -0.6129], [2.6382, 2.4376, 0.8870], [5.4231, 0.6739, -0.5358], [7.6958, 0.4903, 0.6389], [6.1155, 2.7175, 3.9013], [3.9171, 2.8526, 2.7030], [8.6259, -0.3947, 3.3850], [10.8430, -0.1615, 4.4655], [10.9125, 3.9205, 3.8233], [8.6671, 3.8723, 2.6483], [12.6475, 3.0773, 4.7860], [12.7390, 1.2798, 4.7682], [11.9128, 1.9805, 6.0511], [0.7385, -0.2405, -4.2542], [1.6023, -1.1615, -3.6938], [1.9720, -1.0208, -2.3747], [3.0321, -1.7449, -1.8638], [3.7264, -2.6507, -2.7252], [3.2300, -2.8915, -4.0229], [2.1992, -2.0708, -4.5244], [4.8696, -3.4141, -2.2380], [5.9163, -2.8087, -1.5022], [6.9940, -3.5600, -0.9145], [7.1460, -4.8969, -1.1706], [6.2133, -5.4588, -1.9544], [5.1256, -4.7757, -2.5600], [8.2576, -5.6436, -0.5834], [0.7548, 0.6673, -3.6512], [-0.2496, -0.6963, -4.1900], [1.0270, 0.0669, -5.2594], [1.5088, -0.2314, -1.8014], [3.2780, -1.6003, -0.8221], [3.7267, -3.5796, -4.6909], [1.9105, -2.0921, -5.5648], [5.7882, -1.7558, -1.2986], [7.6084, -3.0913, -0.1601], [6.3560, -6.5120, -2.1460], [4.3877, -5.2776, -3.1683], [8.0946, -5.5909, 0.4930], [9.1671, -5.1197, -0.8774], [8.3200, -6.6695, -0.9463], [0.8112, 3.4416, 3.1310], [-0.4365, 3.0118, 3.8655], [-0.4502, 2.9494, 5.1818], [-1.6047, 2.5649, 5.8488], [-2.7539, 2.1995, 5.1495], [-2.7462, 2.3122, 3.7579], [-1.5401, 2.7349, 3.1883], [-3.9248, 1.7361, 6.0499], [-3.6415, 0.8626, 7.1854], [-4.6158, 0.7618, 8.1107], [-5.8459, 1.2795, 7.9113], [-6.1601, 1.9123, 6.7688], [-5.1974, 2.0339, 5.7819], [-6.7234, 1.3374, 9.1091], [0.7106, 3.5777, 2.0542], [1.4096, 2.5344, 3.2155], [1.2802, 4.3572, 3.4913], [0.3895, 3.1989, 5.8134], [-1.5780, 2.6963, 6.9205], [-3.5197, 1.9955, 3.0739], [-1.4196, 2.7261, 2.1150], [-2.6468, 0.5420, 7.4578], [-4.4431, 0.1921, 9.0118], [-7.1756, 2.2475, 6.6179], [-5.3703, 2.7032, 4.9522], [-7.7032, 0.9877, 8.7839], [-6.7654, 2.3317, 9.5539], [-6.2637, 0.6663, 9.8345], [-5.3818, 1.1978, -0.0150], [-5.5638, 0.1105, -0.9093], [-6.5733, -0.7525, -0.6541], [-6.8612, -1.7887, -1.5700], [-5.9304, -2.0609, -2.5737], [-4.8172, -1.2564, -2.7003], [-4.6797, -0.1416, -1.8426], [-6.1997, -3.2092, -3.4607], [-7.4336, -3.2869, -4.1239], [-7.8391, -4.4755, -4.7789], [-6.8866, -5.4286, -4.8732], [-5.6050, -5.2800, -4.4043], [-5.2881, -4.1838, -3.6274], [-7.3117, -6.6107, -5.6934], [-4.6883, 0.7817, 0.7157], [-6.3575, 1.5062, 0.3605], [-4.8665, 1.9799, -0.5725], [-7.2319, -0.4215, 0.1353], [-7.7374, -2.4002, -1.4130], [-4.0647, -1.4549, -3.4491], [-3.7629, 0.4241, -1.9189], [-8.1439, -2.4734, -4.1352], [-8.7894, -4.6608, -5.2575], [-4.8770, -6.0715, -4.5043], [-4.3289, -4.0384, -3.1528], [-7.4636, -6.3330, -6.7365], [-8.2492, -6.9681, -5.2673], [-6.5366, -7.3686, -5.5803], [1.3327, -0.8731, 2.4633], [0.2045, -1.7789, 2.5759], [-1.0527, -1.1983, 2.4756], [-2.2023, -1.9641, 2.4622], [-2.0958, -3.3319, 2.6180], [-0.8439, -3.8700, 2.8002], [0.3106, -3.0896, 2.8076], [-3.3482, -4.1472, 2.5779], [-3.4549, -5.3638, 3.2864], [-4.6701, -6.1173, 3.2586], [-5.7074, -5.7307, 2.4727], [-5.6501, -4.5371, 1.8325], [-4.5068, -3.7950, 1.8530], [-6.9919, -6.5153, 2.5934], [1.6109, -0.9190, 1.4104], [2.1613, -1.1207, 3.1268], [1.0705, 0.1503, 2.7317], [-1.0919, -0.1287, 2.3319], [-3.1285, -1.4390, 2.2808], [-0.6935, -4.9253, 2.9741], [1.3271, -3.3717, 3.0390], [-2.6034, -5.5943, 3.9095], [-4.9001, -7.0016, 3.8343], [-6.4987, -4.3505, 1.1910], [-4.5032, -2.8982, 1.2512], [-7.5299, -6.2622, 3.5070], [-6.8123, -7.5410, 2.9158], [-7.4311, -6.6454, 1.6043], [3.6119, 4.9861, -6.9825], [2.4740, 4.3058, -6.0908], [2.0125, 5.1706, -4.8797], [0.7666, 4.4721, -4.1829], [0.5647, 4.9229, -2.6850], [-0.8921, 4.6493, -2.2600], [-1.1271, 5.5800, -1.0948], [-0.1585, 6.7647, -1.2918], [0.6843, 6.4642, -2.5021], [1.4903, 4.0771, -1.7263], [4.5747, 5.2937, -6.5744], [3.1882, 5.8272, -7.5313], [3.8159, 4.2597, -7.7691], [2.8954, 3.3938, -5.6679], [1.6236, 4.0738, -6.7319], [1.7335, 6.2139, -5.0271], [2.8871, 5.2783, -4.2381], [0.9410, 3.4014, -4.0772], [-0.1411, 4.7525, -4.7174], [-0.9305, 3.5747, -2.0816], [-1.5645, 4.9135, -3.0762], [-1.1041, 5.0917, -0.1206], [-2.1193, 6.0192, -1.1990], [0.5218, 7.0196, -0.4792], [-0.7597, 7.6191, -1.6027], [1.7581, 6.5631, -2.3431], [0.5488, 7.0436, -3.4154], [1.1760, 3.0347, -1.6726], [1.4368, 4.4356, -0.6984], [2.5313, 4.2412, -2.0048], [-2.6878, 1.8964, -5.4142], [-2.1022, 2.3099, -3.7874], [-4.3396, 1.5832, -4.7464], [-3.2539, 1.4595, -7.0560], [-1.0149, 2.1902, -6.0543], [-2.2251, 0.2243, -5.1960], [-3.0755, 3.6007, -5.8126], [-1.4369, -3.2333, -1.7819], [-2.2971, -2.8392, -3.2783], [-2.8059, -2.7695, -0.7139], [-0.5260, -3.8805, -0.4146], [-0.0707, -3.9000, -2.7375], [-0.6287, -1.6619, -1.6233], [-2.2949, -4.8641, -1.9482], [-0.4200, 1.2418, -1.7147], [-0.7781, 1.4146, -0.3910], [0.0732, 1.5159, 0.4837], [-1.9843, 1.6559, -0.2080], [-1.3332, 1.4718, -1.9013]]}

{"formula": "C6H11NO", "method": "ωB97M-V/def2-TZVPD", "homo_ev": [-7.4, -7.3], "lumo_ev": [0.542, 0.449], "total_charge": 0, "de_lowest_ev": 5.8304, "symbols": ["C", "C", "C", "N", "C", "C", "C", "O", "H", "H", "H", "H", "H", "H", "H", "H", "H", "H", "H"], "coordinates": [[-1.3203, -0.3367, 0.6185], [0.1076, 1.2175, -2.2228], [-0.0537, 0.3855, 0.1725], [0.9640, -0.9902, 2.2143], [0.7847, -1.0943, 0.8007], [0.0797, 0.0571, -1.2656], [-0.4663, -1.5419, 0.2141], [0.2391, 1.6795, 0.6399], [-0.5400, 2.0351, 1.0876], [1.7868, -0.4420, 2.4491], [0.1913, -0.6149, 2.7511], [-1.6058, -0.2847, 1.6778], [-2.2019, -0.1183, 0.0145], [1.7185, -1.3577, 0.2998], [0.6951, -0.7393, -1.6666], [-0.7271, -2.4274, -0.3416], [-0.0880, 0.8764, -3.2438], [1.0797, 1.7270, -2.2392], [-0.6435, 1.9693, -1.9604]]}

The evaluated F_max for the records listed, in turn: 3.32; 1.77; 4.42; 1.85 eV Å⁻¹.